(1)
63
Properties=species:S:1:pos:R:3:forces:R:3:lowdin_spin:R:1 method="wB97M-V/def2-TZVPD" total_energy_ev=-276495.455 multiplicity=6 s2=8.76 orbital_gap_ev="5.5 / 5.7" mol_weight_g_mol=804.2 e_lumo_ev="2.0 / 2.0" total_charge=-1
Mn -0.6244 1.4303 -0.1753 -0.2 0.4 0.2 4.6945
O 0.4719 3.1421 1.1110 0.1 0.0 -0.1 0.0328
C -0.0566 3.6033 2.3577 0.0 -0.1 0.0 0.0033
C -1.5770 3.7470 2.3078 0.0 0.0 0.0 0.0022
C -1.8842 4.6608 3.5114 0.0 0.1 0.0 0.0002
O -3.2675 4.8152 3.7956 0.0 0.0 0.0 0.0002
C -2.3541 2.4193 2.4952 0.0 0.0 0.0 0.0099
Se -1.3814 0.7242 2.2098 -0.1 0.0 0.1 0.0513
C -1.9910 4.5045 1.0252 0.0 0.0 0.0 0.0084
Se -2.3082 3.4689 -0.6220 0.1 -0.2 0.1 0.0473
H 1.4175 2.9879 1.2057 0.0 0.0 0.0 0.0015
H 0.3854 4.5865 2.5635 0.0 0.0 0.0 0.0008
H 0.2114 2.9073 3.1578 0.0 0.0 0.0 0.0009
H -1.4269 5.6447 3.3379 0.0 0.0 0.0 0.0001
H -1.4428 4.2373 4.4182 0.0 0.0 0.0 0.0001
H -3.7207 4.9423 2.9548 0.0 0.0 0.0 0.0001
H -3.1890 2.4122 1.7976 0.0 0.0 0.0 0.0002
H -2.7540 2.3730 3.5070 0.0 0.0 0.0 0.0013
H -1.2372 5.2684 0.8194 0.0 0.0 0.0 0.0006
H -2.9301 5.0372 1.2047 0.0 0.0 0.0 0.0012
Se 1.4418 2.3971 -1.8512 -0.1 0.0 -0.2 0.0265
C 1.2683 1.2602 -3.2717 0.1 0.0 0.1 0.0065
N 1.1322 0.5361 -4.1702 -0.1 0.0 0.0 0.0053
C -0.3802 -2.6907 1.3302 0.0 0.0 0.0 0.0001
N 0.4758 -2.9151 0.1712 -0.1 -0.1 -0.1 0.0007
C 0.9734 -4.2775 0.1093 0.0 0.0 0.0 0.0002
P 1.4264 -1.6427 -0.3196 0.2 0.2 0.0 0.0059
O 0.6838 -0.3675 -0.2055 -0.4 -0.1 0.1 0.0391
N 1.9613 -2.1288 -1.7949 0.0 0.0 -0.1 0.0013
C 3.0924 -1.4346 -2.4108 0.1 0.0 -0.1 0.0001
C 1.0500 -2.7228 -2.7703 0.0 0.0 0.0 0.0001
N 2.8141 -1.4987 0.5790 0.0 0.0 0.0 0.0011
C 2.9175 -0.5011 1.6333 0.1 0.0 0.0 0.0000
C 3.8815 -2.4741 0.5692 0.0 0.0 0.0 0.0003
H -1.2254 -3.3802 1.2930 -0.1 0.0 0.0 0.0000
H -0.7546 -1.6725 1.3397 -0.1 0.0 0.0 0.0003
H 0.1636 -2.8652 2.2678 0.0 0.0 0.0 0.0001
H 0.1354 -4.9678 -0.0216 0.0 0.0 0.0 0.0000
H 1.5001 -4.5591 1.0312 0.0 0.0 0.0 0.0000
H 1.6540 -4.4055 -0.7297 0.0 0.0 0.0 0.0000
H 3.5214 -0.7130 -1.7198 0.0 0.0 0.0 0.0001
H 2.7554 -0.8912 -3.2954 0.1 -0.1 0.1 0.0000
H 3.8671 -2.1528 -2.6987 0.0 0.0 0.0 0.0000
H 0.1229 -3.0245 -2.2879 0.0 0.0 0.0 0.0000
H 1.5111 -3.6066 -3.2241 0.0 0.0 0.0 0.0001
H 0.8159 -1.9982 -3.5542 0.0 0.0 0.0 0.0000
H 2.0626 0.1697 1.6022 0.0 0.0 0.0 0.0003
H 3.8339 0.0862 1.5064 0.0 0.0 0.0 0.0000
H 2.9502 -0.9774 2.6193 0.0 0.0 0.0 0.0000
H 3.7425 -3.1841 -0.2438 0.0 0.0 0.0 0.0000
H 3.9275 -3.0304 1.5130 0.0 0.0 0.0 0.0000
H 4.8482 -1.9784 0.4256 0.0 0.0 0.0 0.0000
I -4.2316 -3.5298 -1.0944 0.0 0.0 0.0 0.0015
C -3.1720 -1.8966 -1.8383 0.0 0.1 0.0 0.0009
C -2.8708 -1.8139 -3.1898 0.0 0.0 0.0 0.0020
C -2.1913 -0.6992 -3.6449 0.0 0.0 0.0 0.0010
C -1.8413 0.2803 -2.7286 -0.1 0.0 0.0 0.0082
N -2.1032 0.1759 -1.4270 0.3 -0.2 -0.2 0.0326
C -2.7604 -0.8918 -0.9778 0.0 0.0 0.0 0.0057
H -3.1594 -2.6062 -3.8683 0.0 0.0 0.0 0.0001
H -1.9115 -0.5841 -4.6824 0.0 0.0 0.0 0.0001
H -1.3240 1.1766 -3.0431 0.1 0.0 0.0 0.0021
H -2.9457 -0.9126 0.0907 0.0 0.0 0.0 0.0005

=====

(2)
62
Properties=species:S:1:pos:R:3:forces:R:3:nbo_charge:R:1 method="wB97M-V/def2-TZVPD" total_energy_ev=-56542.708 orbital_gap_ev=6.3 mol_weight_g_mol=651.9 e_lumo_ev=2.4 total_charge=-1
Rh -1.9278 -0.3213 0.9687 -0.1 0.0 0.3 0.6153
N -1.5005 -0.3090 3.0029 0.0 -0.1 -0.1 -0.7405
C -2.6453 -0.7929 3.7994 0.0 0.0 0.0 -0.2178
C -2.9575 -2.2605 3.5239 0.0 0.0 0.0 -0.5374
C -3.8229 -2.5220 2.2864 0.1 0.0 0.0 0.8019
O -4.7494 -3.3194 2.3554 0.0 -0.1 0.0 -0.6872
O -3.4719 -1.8740 1.2323 -0.1 0.1 0.0 -0.8474
H -0.6450 -0.8315 3.2030 0.0 0.0 0.0 0.4328
H -1.2900 0.6552 3.2474 -0.1 0.0 0.0 0.3966
H -3.5007 -0.1618 3.5531 0.0 0.0 0.0 0.2089
H -2.4270 -0.6594 4.8637 0.0 0.0 0.0 0.1809
H -3.4570 -2.7038 4.3841 0.0 0.0 0.0 0.2201
H -2.0161 -2.8006 3.3721 0.0 0.0 0.0 0.2292
C -1.4303 -0.8310 -3.2108 0.0 0.0 0.0 -0.6723
C -1.5655 0.0863 -2.0203 0.0 -0.1 0.0 0.2438
N -2.2609 -0.3931 -1.0457 -0.1 0.0 -0.1 -0.0991
O -2.9611 -1.5404 -1.3612 0.1 0.1 0.0 -0.5780
C -0.5183 1.9243 -0.7139 -0.1 0.0 -0.2 -0.0001
C 0.3542 3.1060 -0.3675 0.0 0.0 0.0 -0.6452
N -2.0274 1.8148 1.2568 0.3 0.0 -0.2 -0.0061
O -2.4312 2.8737 1.8302 -0.3 0.0 -0.1 -0.5778
H -1.2441 -1.8310 -2.8192 0.0 0.0 0.0 0.2553
H -0.6028 -0.5461 -3.8462 0.0 0.0 0.0 0.2081
H -2.3454 -0.8850 -3.8010 0.0 0.0 0.0 0.2307
H -3.3460 -1.8224 -0.4889 0.0 0.0 0.1 0.5318
H 1.2201 3.2050 -1.0178 0.0 0.0 0.0 0.2047
H 0.7112 2.9664 0.6508 0.0 0.0 0.0 0.2331
H -0.2152 4.0368 -0.3780 0.0 0.0 0.0 0.2334
C 0.9178 1.6965 -3.7912 0.0 0.0 0.0 -0.6006
C -0.4603 2.1137 -3.2565 0.0 0.0 0.0 -0.0830
C -0.4557 3.6485 -3.0922 0.0 0.0 0.0 -0.5996
C -1.5521 1.8905 -4.3274 0.0 0.0 0.0 -0.6081
C -0.8025 1.3857 -1.9263 0.0 0.1 0.1 0.0095
C -1.1843 1.3889 0.4483 0.3 0.0 0.5 0.0295
H 1.1289 2.2074 -4.7353 0.0 0.0 0.0 0.1977
H 0.9937 0.6236 -3.9605 0.0 0.0 0.0 0.2077
H 1.6974 1.9659 -3.0749 0.0 0.0 0.0 0.2095
H -0.4792 4.1058 -4.0835 0.0 0.0 0.0 0.1984
H 0.4286 4.0297 -2.5962 0.0 0.0 0.0 0.2081
H -1.3365 3.9873 -2.5449 0.0 0.0 0.0 0.2185
H -1.3940 2.6009 -5.1410 0.0 0.0 0.0 0.2011
H -2.5420 2.0832 -3.9072 0.0 0.0 0.0 0.2174
H -1.5590 0.9041 -4.7718 0.0 0.0 0.0 0.2121
C 3.1812 1.5683 1.8442 0.0 0.0 0.0 -0.6327
C 3.5856 0.1701 1.4282 0.0 0.0 0.0 -0.0669
O 2.4825 -0.5240 0.8203 0.0 0.0 0.0 -0.8393
P 1.6290 -1.5069 1.7831 0.1 -0.1 -0.1 2.0371
O 1.3239 -0.8766 3.0909 0.0 0.0 0.0 -1.1652
Te -0.1776 -2.3780 0.4925 0.0 0.0 -0.1 -0.4249
O 2.6822 -2.7083 2.0631 0.0 0.1 0.0 -0.8401
C 3.1733 -3.4926 0.9758 0.0 0.0 0.0 -0.0693
C 4.3720 -4.2742 1.4662 0.0 0.0 0.0 -0.6189
H 4.0384 2.0952 2.2699 0.0 0.0 0.0 0.1996
H 2.3863 1.5202 2.5882 0.0 0.0 0.0 0.2368
H 2.8244 2.1285 0.9798 0.0 0.0 0.0 0.2047
H 3.9560 -0.3988 2.2843 0.0 0.0 0.0 0.1833
H 4.3741 0.2003 0.6734 0.0 0.0 0.0 0.1720
H 3.4442 -2.8403 0.1406 0.0 0.0 0.0 0.1796
H 2.3812 -4.1632 0.6328 0.0 0.0 0.0 0.1898
H 5.1649 -3.5991 1.7905 0.0 0.0 0.0 0.2039
H 4.7589 -4.9094 0.6673 0.0 0.0 0.0 0.2032
H 4.0926 -4.9061 2.3094 0.0 0.0 0.0 0.2114